Here is C2H2N4O in the gas phase at a distorted geometry from the Open Molecules 2025 dataset. Energies are from ωB97M-V/def2-TZVPD.

The value obtained for the HOMO-LUMO gap is 8.22 eV. As for the total energy: -10108.2877 eV. The calculation puts the relative energy (zero: lowest compared OMol25 entry of this formula, charge and spin) at 387.6 kJ/mol. As for the HOMO energy: -8.26 eV.

Structure (ORCA input):
```
! wB97M-V def2-TZVPD RIJCOSX def2/J DEFGRID3
* xyz 0 1
C 1.382 0.285 0.001
C 0.162 0.000 -0.838
N 1.239 0.179 1.252
N -1.018 -0.121 -0.369
N 0.868 -0.148 2.277
N -2.068 -0.649 -0.020
O -3.184 -0.245 -0.076
H 2.341 0.726 -0.309
H 0.278 -0.027 -1.917
*
```